{"formula": "C18H38BBrClO4P2Tb", "method": "the ωB97M-V functional and the def2-TZVPD basis", "multiplicity": 7, "lumo_energy_ev": [-8.81, -9.84], "s_squared": 12.67, "largest_force_ev_per_a": 1.9, "orbital_gap_ev": [4.21, 3.35], "energy_ev": -151705.6780, "homo_ha": [-0.4786, -0.4848], "total_charge": 2, "species": ["C", "C", "C", "C", "C", "C", "C", "C", "C", "C", "C", "C", "C", "C", "C", "C", "B", "P", "O", "Br", "O", "C", "Cl", "C", "P", "O", "O", "H", "H", "H", "H", "H", "H", "H", "H", "H", "H", "H", "H", "H", "H", "H", "H", "H", "H", "H", "H", "H", "H", "H", "H", "H", "H", "H", "H", "H", "H", "H", "H", "H", "H", "H", "H", "H", "H", "Tb"], "positions_angstrom": [[0.079, 2.434, -6.186], [-0.182, 0.935, -6.415], [-1.016, 0.229, -5.336], [-0.810, 0.689, -3.894], [0.611, 0.373, -3.360], [1.353, 1.595, -2.812], [1.188, 1.810, -1.288], [2.501, 2.300, -0.695], [2.558, 2.574, 0.818], [1.422, 2.044, 1.714], [1.507, 2.834, 3.036], [0.713, 2.189, 4.220], [-0.726, 1.751, 3.966], [-0.942, 0.238, 4.282], [-1.039, -0.674, 3.068], [-0.954, -2.150, 3.479], [-0.758, -3.110, 2.197], [1.190, -3.732, 1.958], [2.172, -2.437, 2.048], [1.451, -4.469, -0.090], [-1.041, -2.539, 0.898], [-2.234, -3.094, 0.411], [-3.565, -1.909, 0.392], [-2.577, -4.236, 1.445], [-3.067, -5.740, 0.528], [-3.230, -6.973, 1.312], [-1.410, -4.402, 2.195], [0.227, 2.905, -7.157], [-0.775, 2.918, -5.718], [0.991, 2.605, -5.623], [-0.694, 0.841, -7.370], [0.785, 0.447, -6.539], [-2.068, 0.290, -5.612], [-0.773, -0.835, -5.349], [-1.043, 1.744, -3.759], [-1.544, 0.149, -3.290], [0.513, -0.376, -2.574], [1.190, -0.106, -4.148], [1.005, 2.494, -3.313], [2.417, 1.494, -3.030], [0.805, 0.897, -0.832], [0.441, 2.593, -1.138], [3.323, 1.647, -0.980], [2.701, 3.251, -1.190], [3.468, 2.108, 1.206], [2.665, 3.644, 1.001], [0.429, 2.223, 1.313], [1.561, 0.982, 1.910], [1.100, 3.825, 2.841], [2.594, 2.989, 3.242], [1.319, 1.335, 4.622], [0.620, 2.980, 5.019], [-1.367, 2.316, 4.636], [-1.032, 1.967, 2.947], [-0.131, -0.086, 4.936], [-1.887, 0.157, 4.817], [-1.964, -0.479, 2.531], [-0.230, -0.461, 2.362], [-1.842, -2.465, 4.023], [-0.081, -2.232, 4.135], [2.957, -2.602, 1.500], [-1.998, -3.424, -0.598], [-3.356, -3.825, 2.088], [-2.052, -5.850, -0.444], [-4.221, -5.308, -0.154], [2.756, 2.719, 5.796]], "mulliken_charge": [-1.029, -0.396, -0.970, -0.738, -0.698, -0.854, -0.116, -0.918, -1.226, 0.153, -0.684, -0.723, -0.716, -0.944, 0.450, -1.192, 0.887, 0.223, -0.370, -0.159, -0.387, -0.181, -0.170, -0.206, 0.409, -0.635, -0.611, 0.399, 0.292, 0.145, 0.398, 0.311, 0.387, 0.318, 0.429, 0.374, 0.306, 0.485, 0.428, 0.394, 0.105, 0.207, 0.475, 0.138, 0.317, 0.446, 0.543, 0.100, 0.202, 0.168, 0.488, 0.185, 0.501, 0.490, 0.281, 0.423, 0.261, -0.159, 0.244, 0.332, 0.309, 0.412, 0.515, 0.035, 0.082, 2.035]}